Formula: C25H42BCuI2N6O
Source: OMol25
Level of theory: ωB97M-V/def2-TZVPD

Output
total charge: -1
multiplicity: 2
highest occupied orbital energy (alpha / beta): -0.152 / -0.136 hartree
E_tot: -99114.2101 eV
energy relative to the best compared isomer or geometry (same formula, charge and spin): 115.2 kJ/mol
LUMO (alpha / beta): 0.082 / 0.083 Eh
Kohn-Sham gap (alpha / beta): 6.4 / 6.0 eV

XYZ file:
```
78
Properties=species:S:1:pos:R:3:forces:R:3:mulliken_charge:R:1
Cu -0.470984 -1.447295 0.166125 0.1 0.4 1.3 0.666
C 1.830006 -0.283692 -4.123028 0.0 0.0 0.0 -1.308
C 2.038170 -0.782044 -2.733310 0.2 0.0 0.2 0.424
C 3.075528 -1.572749 -2.280950 -0.1 0.1 0.0 -1.364
C 2.852949 -1.700117 -0.897876 0.1 -0.3 0.3 -0.710
N 1.747753 -1.083056 -0.539825 -0.5 0.8 -0.5 0.316
N 1.257345 -0.475372 -1.667011 -0.1 -0.4 -0.2 1.329
B 0.224477 0.691919 -1.590768 0.1 0.4 -0.1 -1.946
N 0.498544 1.533700 -0.341925 0.0 0.0 0.0 1.092
N 0.337255 1.035716 0.910052 0.1 0.3 -0.1 0.374
C 0.656102 2.014672 1.738867 0.0 -0.1 0.0 -0.348
C 1.033530 3.172449 1.023235 0.0 0.0 -0.1 -1.198
C 0.916740 2.819781 -0.300791 0.0 0.0 -0.1 0.460
C 1.183589 3.642022 -1.519372 0.0 0.0 0.0 -1.509
C 0.604093 1.856285 3.235383 0.0 0.1 0.1 2.677
C 0.150203 0.454585 3.619809 0.0 0.0 0.0 -1.602
C -0.373243 2.887626 3.816033 0.0 0.0 0.0 -1.700
C 1.999312 2.120461 3.818162 0.0 0.0 0.0 -1.710
N -1.296862 0.355911 -1.667917 -0.2 -0.4 -0.2 1.325
N -2.050778 0.152866 -0.540763 0.9 0.3 -0.5 0.314
C -3.307479 0.303480 -0.898696 -0.3 -0.2 0.3 -0.690
C -3.412853 0.537627 -2.281778 0.1 0.0 0.0 -1.350
C -2.108795 0.567563 -2.734276 -0.2 0.1 0.2 0.436
C -1.647069 0.847861 -4.123972 0.0 0.0 0.0 -1.326
C -4.384597 0.356500 0.155143 -0.2 0.3 0.1 2.451
C -5.530070 -0.600905 -0.167474 -0.1 -0.1 0.0 -1.459
C -4.947478 1.793209 0.162305 0.0 -0.1 0.0 -1.854
C -3.804727 0.072287 1.540839 0.0 -0.1 0.0 -1.632
C 3.756754 -2.290101 0.155229 0.3 0.1 0.1 2.467
C 5.055477 -1.456982 0.161734 -0.1 0.0 0.0 -1.850
C 4.122350 -3.737184 -0.169286 0.0 -0.1 0.0 -1.472
C 3.122190 -2.180997 1.541683 -0.1 -0.1 0.0 -1.618
H 2.637532 -0.654778 -4.753957 0.0 0.0 0.0 0.384
H 1.824845 0.805723 -4.167360 0.0 0.0 0.0 0.253
H 0.887884 -0.633857 -4.544373 0.0 0.0 0.0 0.106
H 3.898727 -1.949566 -2.866220 0.0 0.0 0.0 0.476
H 0.442887 1.363247 -2.562440 0.0 0.0 0.0 -0.339
H 1.345220 4.129347 1.411040 0.0 0.0 0.0 0.509
H 1.507769 4.637936 -1.216591 0.0 0.0 0.0 0.370
H 0.291951 3.746236 -2.140475 0.0 0.0 0.0 0.230
H 1.965139 3.201792 -2.141533 0.0 0.0 0.0 0.229
H -0.830543 0.217102 3.211444 0.0 0.0 0.0 0.131
H 0.121393 0.369107 4.710731 0.0 0.0 0.0 0.427
H 0.807221 -0.312389 3.213296 0.0 0.0 0.0 0.126
H -1.375081 2.728049 3.411709 0.0 0.0 0.0 0.262
H -0.069253 3.909747 3.576521 0.0 0.0 0.0 0.310
H -0.422095 2.788809 4.904291 0.0 0.0 0.0 0.454
H 2.718745 1.404074 3.415894 0.0 0.0 0.0 0.265
H 1.979041 2.012795 4.906467 0.0 0.0 0.0 0.455
H 2.351824 3.126814 3.578399 0.0 0.0 0.0 0.311
H -4.300361 0.716733 -2.866992 0.0 0.0 0.0 0.480
H -2.518216 1.022364 -4.755262 0.0 0.0 0.0 0.382
H -1.090614 0.010715 -4.545030 0.0 0.0 0.0 0.107
H -1.002544 1.726166 -4.168215 0.0 0.0 0.0 0.256
H -5.981444 -0.363609 -1.133838 0.0 0.0 0.0 0.283
H -6.311685 -0.522114 0.593126 0.0 0.0 0.0 0.430
H -5.189270 -1.637877 -0.199695 -0.1 0.0 0.0 0.104
H -5.378817 2.052764 -0.807285 0.0 0.0 0.0 0.341
H -4.155855 2.510431 0.385661 0.0 0.0 0.0 0.351
H -5.727391 1.888595 0.923051 0.0 0.0 0.0 0.468
H -3.350745 -0.918167 1.606248 0.0 0.0 0.0 0.142
H -4.593727 0.146046 2.294775 0.0 0.0 0.0 0.532
H -3.019759 0.788778 1.783098 0.0 0.0 0.0 0.161
H 5.556147 -1.499329 -0.808337 0.0 0.0 0.0 0.339
H 5.743654 -1.837830 0.921638 0.0 0.0 0.0 0.470
H 4.835425 -0.411841 0.385918 0.0 0.0 0.0 0.349
H 4.625890 -3.808737 -1.136336 0.0 0.0 0.0 0.286
H 3.237920 -4.376931 -0.201233 0.1 0.0 0.0 0.116
H 4.802421 -4.132872 0.590078 0.0 0.0 0.0 0.428
H 2.906613 -1.140415 1.784626 0.0 0.0 0.0 0.158
H 3.805886 -2.583960 2.294282 0.0 0.0 0.0 0.531
H 2.173942 -2.717440 1.608480 0.0 0.0 0.0 0.144
I -2.815745 -3.193807 -0.287262 -0.7 -0.2 -0.3 0.144
C -1.601036 -4.914049 -0.412589 0.1 0.3 0.2 -0.845
I 0.394527 -4.241719 -0.289243 0.4 -0.6 -0.3 0.139
H -1.758382 -5.394107 -1.368425 0.0 0.0 0.0 0.432
H -1.816473 -5.575519 0.416446 0.0 0.0 0.0 0.427
O -0.681021 -2.088472 1.979879 -0.1 -0.3 -0.3 -0.799
```
Forces are in eV/Å.

***

Formula: C25H42BrNOP2Re
Source: OMol25
Level of theory: ωB97M-V/def2-TZVPD

Output
total charge: +4
multiplicity: 4
highest occupied orbital energy (alpha / beta): -0.744 / -0.736 hartree
E_tot: -120845.4999 eV
energy relative to the best compared isomer or geometry (same formula, charge and spin): 0.0 kJ/mol
LUMO (alpha / beta): -0.508 / -0.557 Eh
Kohn-Sham gap (alpha / beta): 6.4 / 4.9 eV

XYZ file:
```
73
Properties=species:S:1:pos:R:3:forces:R:3:mulliken_charge:R:1
N 3.832081 6.575537 1.289461 -2.1 -4.0 -0.8 0.111
C 4.561675 5.462197 1.412607 1.6 1.0 0.5 -0.462
C 3.993190 4.205557 1.209380 -1.0 0.2 -0.1 -0.444
C 2.606954 4.084706 0.907257 0.4 1.6 0.2 0.036
C 1.883718 5.271739 0.709240 0.9 -0.4 0.2 -0.217
C 2.542643 6.494980 0.951201 -0.4 1.9 0.0 -0.519
C 2.079037 2.721445 0.872194 0.1 -1.2 -1.7 -0.637
Re -0.003292 0.340875 -0.691184 -1.4 1.7 -0.8 -0.606
P -0.919861 -1.196813 -2.025022 -3.2 -4.0 -2.6 1.154
C 1.340743 2.011205 -0.082822 2.2 3.2 2.7 -0.009
C 1.913557 0.632282 -0.186301 0.6 0.5 0.9 1.442
C 1.983306 0.128308 -1.513418 3.0 -1.5 -0.1 -1.215
C 2.884292 -0.957158 -1.724027 -1.2 0.5 -0.4 -0.803
C 3.206398 -1.772250 -0.639754 -0.8 0.7 0.5 -0.168
C 3.112051 -1.277157 0.693824 -0.2 0.9 0.1 -1.127
C 2.455317 -0.079979 0.947073 0.4 -1.1 -2.0 0.272
Br 3.123118 -3.573591 -0.920731 0.9 -0.9 -0.1 0.103
H 2.732864 2.103034 1.499366 -0.5 0.2 -0.2 0.530
H 0.808947 2.575065 -0.887390 0.7 -0.3 0.2 0.782
H 4.638739 3.328470 1.257103 0.0 0.3 0.2 0.469
H 0.845627 5.231116 0.376154 0.3 0.5 0.3 0.506
H 5.617843 5.562625 1.698551 -0.3 0.0 -0.2 0.424
H 1.991753 7.439529 0.881928 0.1 -0.2 0.0 0.441
H 1.722590 0.679599 -2.411536 -0.1 0.6 -0.1 0.975
H 2.240290 0.237823 1.940366 0.1 0.2 0.6 0.258
H 3.158693 -1.160335 -2.755318 0.0 -0.6 0.2 0.611
H 3.516534 -1.819984 1.541522 -0.2 -0.3 -0.3 0.622
P -1.032145 -0.016465 1.273014 -2.6 -0.9 4.1 1.530
C 0.077411 -2.122268 -3.284992 0.6 0.5 0.5 -0.124
C -0.715452 -2.796296 -4.410863 -0.2 0.0 -0.2 -1.285
H 0.721745 -2.806595 -2.715221 -0.3 -0.1 -0.1 0.202
H 0.775615 -1.393798 -3.705601 0.0 0.1 -0.2 0.455
H -0.027182 -3.359796 -5.051896 -0.1 0.1 0.3 0.451
H -1.481036 -3.484809 -4.033682 0.4 0.2 -0.2 0.250
H -1.189517 -2.049095 -5.066686 0.1 -0.3 0.3 0.352
C -2.298097 -0.453165 -3.069071 0.4 0.6 0.1 -0.685
C -3.487155 -1.341539 -3.413077 -0.4 -0.5 0.0 -1.396
H -1.808949 -0.106803 -3.989028 0.1 0.0 0.1 0.522
H -2.655610 0.458835 -2.576173 0.1 -0.3 -0.1 0.304
H -4.216399 -0.760927 -3.993937 0.2 0.0 0.2 0.447
H -3.238163 -2.217373 -4.024436 0.0 0.4 0.2 0.269
H -3.991741 -1.698841 -2.509450 0.0 0.1 -0.2 0.323
C -1.694767 -2.523063 -0.952511 0.1 0.3 0.0 -0.369
C -2.214494 -3.856480 -1.501417 0.1 -0.4 -0.3 -1.746
H -2.512315 -2.026825 -0.415727 0.2 0.1 -0.2 0.118
H -0.894459 -2.726761 -0.225478 -0.3 0.0 0.0 0.517
H -2.888621 -4.318055 -0.758712 0.3 0.3 -0.2 0.414
H -2.784671 -3.775368 -2.435730 0.2 0.0 0.4 0.295
H -1.380067 -4.556656 -1.637794 -0.3 0.1 -0.2 0.386
C -1.473636 -1.607957 2.157583 1.0 -0.5 -1.1 -0.366
C -2.352662 -1.466354 3.378365 -0.1 0.5 0.4 -1.458
H -0.509981 -2.073699 2.423588 -0.4 0.1 -0.1 -0.018
H -1.955450 -2.268727 1.430186 0.1 0.3 0.3 0.600
H -1.800113 -1.069069 4.232150 -0.2 0.0 -0.1 0.314
H -3.236370 -0.851705 3.191714 0.0 -0.1 0.1 0.357
H -2.699575 -2.462205 3.654090 0.0 0.0 0.0 0.431
C -2.690664 0.632461 0.746659 0.4 -0.6 -0.1 -1.030
C -2.568452 1.692927 -0.333435 -0.4 0.4 0.0 -1.081
H -3.142284 1.041749 1.654960 0.0 -0.1 -0.2 0.701
H -3.291484 -0.228612 0.425745 0.1 0.3 0.0 0.491
H -2.587653 2.694397 0.106366 0.1 -0.1 -0.3 0.357
H -1.611889 1.656448 -0.926856 0.0 0.1 -0.3 0.357
H -3.364195 1.601769 -1.075804 0.1 0.2 0.1 0.413
C -0.678081 1.061313 2.749903 0.4 0.4 -0.7 -0.513
C 0.353220 0.494255 3.719342 0.5 -0.1 0.3 -1.350
H -1.638521 1.229588 3.250553 0.1 -0.2 -0.3 0.613
H -0.349047 2.040201 2.373182 -0.2 -0.1 0.1 0.552
H 1.209615 1.177963 3.771882 0.0 -0.2 0.1 0.293
H -0.061972 0.439181 4.733617 0.2 0.0 -0.3 0.443
H 0.715288 -0.511316 3.446857 -0.2 0.5 0.2 0.176
O 1.413461 -2.510725 2.928348 0.5 -0.3 -0.2 -0.585
H 1.875186 -2.739397 3.750140 -0.2 -0.1 -0.1 0.270
H 1.512522 -3.289169 2.359611 0.0 0.0 0.3 0.276
```
Forces are in eV/Å.

***

Formula: C25H42CeCl2NP
Source: OMol25
Level of theory: ωB97M-V/def2-TZVPD

Output
multiplicity: 1
highest occupied orbital energy (alpha / beta): -0.243 / -0.242 hartree
E_tot: -75360.9032 eV
LUMO (alpha / beta): -0.023 / -0.023 Eh
Kohn-Sham gap (alpha / beta): 6.0 / 6.0 eV

XYZ file:
```
72
Properties=species:S:1:pos:R:3:forces:R:3:mulliken_charge:R:1
P 0.705513 0.673379 -0.067034 -0.5 0.3 -0.7 0.763
C -0.695839 1.930503 0.139197 0.6 -0.3 0.2 0.047
C -0.769240 3.114031 -0.831337 -0.2 0.0 -0.1 -0.262
C -1.826834 4.120371 -0.363060 0.1 0.0 0.1 -1.002
C -3.196050 3.475096 -0.116077 0.0 -0.1 -0.1 -0.659
C -3.122181 2.208469 0.744418 0.1 0.0 0.0 -0.870
C -2.055198 1.225001 0.243848 -0.1 0.2 0.1 -0.113
C 0.331478 -0.219954 -1.691235 0.2 0.1 0.7 0.445
C -0.160021 0.634557 -2.856886 -0.1 -0.1 -0.2 -0.614
C -0.224673 -0.196462 -4.144676 0.0 0.0 0.1 -0.960
C -1.066674 -1.466105 -3.973725 -0.1 0.1 0.1 -0.679
C -0.700211 -2.277353 -2.724324 0.1 0.0 0.1 -0.932
C -0.602970 -1.417959 -1.455210 0.1 0.0 -0.2 -0.492
C 2.090504 1.790750 -0.635116 -0.2 0.0 -0.1 0.000
C 2.434657 2.768853 0.502513 0.2 0.0 -0.2 -0.701
C 3.607745 3.681137 0.122748 -0.1 0.0 0.0 -0.847
C 4.833272 2.904366 -0.371193 -0.1 -0.1 0.1 -0.717
C 4.488379 1.889601 -1.465829 -0.1 0.0 0.0 -0.815
C 3.311771 0.974647 -1.094129 0.1 0.2 0.1 -0.718
H -0.458248 2.333763 1.142366 -0.2 -0.1 -0.2 0.547
H -1.034041 2.758191 -1.834865 0.0 0.2 0.3 0.039
H 0.200683 3.620349 -0.923234 -0.2 -0.1 0.0 0.173
H -1.917442 4.916902 -1.111122 0.0 0.0 0.1 0.383
H -1.476573 4.591618 0.565375 0.0 0.0 -0.1 0.394
H -3.857528 4.203917 0.364676 0.0 -0.1 -0.1 0.398
H -3.652243 3.224233 -1.083043 0.1 0.0 0.1 0.312
H -2.879540 2.482008 1.780611 0.0 0.0 -0.1 0.339
H -4.096681 1.707380 0.763741 0.1 0.1 0.0 0.396
H -1.987252 0.373792 0.935269 0.0 0.1 -0.2 -0.422
H -2.349678 0.835819 -0.742999 0.1 0.1 0.2 0.235
H 1.322623 -0.625610 -1.959210 -0.3 -0.1 0.0 0.426
H 0.795003 -0.468828 -4.449040 -0.1 0.0 0.1 0.370
H 0.484318 1.512271 -3.014822 -0.2 -0.2 0.0 0.202
H -1.171501 1.002780 -2.630512 0.2 -0.1 -0.1 0.198
H -0.643942 0.423044 -4.946337 0.1 -0.1 0.0 0.392
H -0.958840 -2.096573 -4.863409 -0.1 0.1 0.1 0.390
H -2.125739 -1.181573 -3.916058 0.1 0.0 0.0 0.286
H -1.438734 -3.072007 -2.567533 0.1 0.0 -0.1 0.405
H 0.269127 -2.769672 -2.886220 -0.1 0.1 0.0 0.364
H -0.212410 -2.025220 -0.626871 -0.2 0.1 -0.2 -0.117
H -1.603056 -1.066517 -1.161331 0.2 -0.1 -0.1 0.170
H 1.744233 2.378482 -1.507084 0.1 -0.2 0.3 0.250
H 1.567134 3.396321 0.755749 0.2 -0.2 0.0 0.254
H 2.679392 2.195958 1.409722 0.0 0.0 -0.1 0.269
H 3.274952 4.368494 -0.667310 0.0 -0.1 0.1 0.331
H 3.876259 4.297064 0.987903 0.0 0.0 -0.1 0.393
H 5.290347 2.377099 0.476123 0.0 0.0 0.0 0.315
H 5.583009 3.607021 -0.749606 0.0 -0.1 0.1 0.370
H 5.364067 1.272873 -1.695946 -0.1 0.1 0.0 0.409
H 4.228716 2.429714 -2.386648 0.0 0.0 0.1 0.345
H 3.059052 0.364264 -1.973090 0.0 0.1 0.3 0.183
H 3.604906 0.271818 -0.299795 0.0 0.1 -0.1 0.277
Ce 0.987027 -1.908651 2.898389 -1.2 -0.9 -0.5 1.047
Cl 2.055538 -2.555779 0.648367 0.4 -0.3 -0.1 -0.480
Cl -0.548504 0.102698 3.392578 -0.1 0.2 0.3 -0.469
C -0.200898 -3.720890 3.456644 0.9 1.2 0.4 -0.623
H 0.310455 -4.466873 4.094343 -0.2 0.0 -0.2 0.212
C -1.471438 -4.128706 2.919764 -1.3 -0.3 -0.5 0.477
C -1.958436 -5.480585 2.953861 0.3 0.9 -0.1 -0.550
C -3.125960 -5.839621 2.293319 -0.1 0.3 0.0 -0.474
C -3.868502 -4.874654 1.593342 0.3 0.1 0.1 -0.431
C -3.457641 -3.533586 1.590024 -0.1 -0.3 0.1 -0.689
C -2.307711 -3.151927 2.271528 0.6 -0.6 0.3 -0.164
H -1.380593 -6.225518 3.506358 -0.1 0.2 -0.2 0.318
H -3.469742 -6.877823 2.321193 0.1 0.4 0.0 0.350
H -4.052034 -2.780842 1.064319 0.2 -0.3 0.2 0.394
H -2.040434 -2.086087 2.358654 -0.1 -0.5 -0.2 0.399
H -4.772584 -5.164587 1.064228 0.1 0.0 0.1 0.360
N 2.461698 -2.580011 4.878474 0.5 -0.1 0.6 -0.721
H 3.283734 -2.012398 5.108274 -0.3 -0.3 0.0 0.283
H 2.800644 -3.533619 4.707146 -0.1 0.3 0.1 0.310
H 1.891582 -2.632643 5.730850 0.1 0.0 -0.4 0.301
```
Forces are in eV/Å.